1.
A single C4H6S molecule, computed with wB97M-V/def2-TZVPD.

XYZ file:
```
11
C4H6S wB97M-V/def2-TZVPD
H -1.180 -0.144 2.179
C 0.649 0.959 -1.469
C -1.381 0.219 1.239
C -0.805 -0.270 0.136
H -2.252 0.854 1.288
H 0.509 -1.552 -1.107
C 0.436 -1.142 -0.045
H 1.040 -1.428 0.793
H 1.161 0.781 -2.352
S -1.030 0.608 -1.500
H 1.142 1.492 -0.675
```

- Energy above the lowest of the compared OMol25 structures with the same formula, charge and spin: 372.5 kJ/mol
- Calculated total energy: -15075.9321 eV
- 2S+1: 1
- Total charge: 0
- Kohn-Sham gap (alpha / beta): 7.9 / 7.3 eV
- E_HOMO (alpha / beta): -7.989 / -7.633 eV

***

2.
2 unconnected molecules or ions with the total composition C4H6S, computed with wB97M-V/def2-TZVPD.

XYZ file:
```
11
C4H6S wB97M-V/def2-TZVPD
C 0.118 -0.726 0.019
H -0.149 -0.803 -1.069
C 1.390 -0.202 0.069
H -0.245 1.364 0.131
C -0.887 0.390 0.424
C 2.536 0.132 -0.092
S -2.391 -0.184 -0.035
H -1.169 0.173 1.569
H -0.166 -1.535 0.497
H 3.792 0.216 -0.219
H -2.831 1.174 -1.294
```

- Energy above the lowest of the compared OMol25 structures with the same formula, charge and spin: 558.7 kJ/mol
- Calculated total energy: -15074.0019 eV
- 2S+1: 1
- Total charge: 0
- Kohn-Sham gap: 8.3 eV
- E_HOMO: -8.819 eV

***

3.
A single C4H6S molecule, computed with wB97M-V/def2-TZVPD.

XYZ file:
```
11
C4H6S wB97M-V/def2-TZVPD
H -1.579 1.085 -0.647
C -0.933 0.141 -0.840
H 2.333 1.208 0.253
C 1.487 0.548 -0.026
C -0.531 -0.614 0.448
H -1.369 -0.501 1.137
C 0.734 -0.208 0.823
S 0.565 0.675 -1.598
H -0.467 -1.646 0.292
H 1.202 -0.271 1.751
H -1.443 -0.416 -1.594
```

- Energy above the lowest of the compared OMol25 structures with the same formula, charge and spin: 74.7 kJ/mol
- Calculated total energy: -15079.0183 eV
- 2S+1: 1
- Total charge: 0
- Kohn-Sham gap: 8.9 eV
- E_HOMO: -7.840 eV

***

4.
A single C4H6S molecule, computed with wB97M-V/def2-TZVPD.

XYZ file:
```
11
C4H6S wB97M-V/def2-TZVPD
C -0.444 0.765 0.564
H -2.272 -1.239 -1.255
H -0.599 1.737 0.744
H 1.550 -0.532 -0.876
H 0.825 -0.872 1.450
S 2.155 0.319 0.014
H 1.293 0.817 2.108
C -1.401 -0.676 -1.351
H -0.830 -0.630 -2.325
C -1.054 0.111 -0.392
C 0.777 0.201 1.319
```

- Energy above the lowest of the compared OMol25 structures with the same formula, charge and spin: 189.3 kJ/mol
- Calculated total energy: -15077.8313 eV
- 2S+1: 1
- Total charge: 0
- Kohn-Sham gap: 9.6 eV
- E_HOMO: -8.740 eV

***

5.
A molecular structure, C4H6S, computed with wB97M-V/def2-TZVPD.

XYZ file:
```
11
C4H6S wB97M-V/def2-TZVPD
H 0.443 1.551 1.819
S -0.232 1.461 -0.944
C -0.116 -0.895 -0.486
C 0.420 0.457 1.707
C -0.502 -0.168 -1.752
H 1.379 0.097 1.968
H 0.284 -0.285 -2.394
C 0.155 0.182 0.285
H 0.136 -1.986 -0.397
H -1.518 -0.466 -2.108
H -0.449 0.051 2.302
```

- Energy above the lowest of the compared OMol25 structures with the same formula, charge and spin: 98.7 kJ/mol
- Calculated total energy: -15078.7693 eV
- 2S+1: 1
- Total charge: 0
- Kohn-Sham gap: 9.2 eV
- E_HOMO: -8.257 eV

***

6.
A single C4H6S2 molecule, computed with wB97M-V/def2-TZVPD.

XYZ file:
```
12
C4H6S2 wB97M-V/def2-TZVPD
C 0.005 0.671 0.023
C -2.894 0.371 -0.032
S -1.420 -0.545 -0.007
H 2.942 -0.948 -0.602
C 1.854 -0.979 -0.005
H 1.353 -1.983 -0.384
H 2.084 1.135 -0.210
H 2.238 -1.027 1.185
H -2.918 1.525 0.348
C 1.305 0.376 -0.083
H -0.247 1.825 -0.194
S -4.302 -0.422 -0.038
```

- Energy above the lowest of the compared OMol25 structures with the same formula, charge and spin: 246.3 kJ/mol
- Calculated total energy: -25912.7387 eV
- 2S+1: 1
- Total charge: 0
- Kohn-Sham gap: 8.3 eV
- E_HOMO: -8.701 eV

***

7.
A single C4H6S3 molecule, computed with wB97M-V/def2-TZVPD.

XYZ file:
```
13
C4H6S3 wB97M-V/def2-TZVPD
H -0.645 1.023 1.606
S -0.057 2.634 -0.688
H 2.118 -0.596 -1.276
C -0.073 -0.119 -1.101
S -0.761 -1.125 2.862
C -0.629 -0.020 1.422
H 1.019 1.189 -2.315
S 1.191 -1.300 -1.842
H -1.047 -0.229 3.914
H -0.219 -1.741 0.096
C -0.261 -0.678 0.262
H -1.070 -0.286 -1.614
C 0.436 1.247 -1.328
```

- Energy above the lowest of the compared OMol25 structures with the same formula, charge and spin: 180.3 kJ/mol
- Calculated total energy: -36748.3901 eV
- 2S+1: 1
- Total charge: 0
- Kohn-Sham gap: 7.7 eV
- E_HOMO: -8.505 eV

***

8.
A single C4H6Si molecule, computed with wB97M-V/def2-TZVPD.

XYZ file:
```
11
C4H6Si wB97M-V/def2-TZVPD
H 2.988 0.163 1.154
Si 2.182 -0.143 -0.067
H -0.490 1.833 0.121
C 0.396 -0.615 0.167
C -2.054 0.300 -0.068
H 3.190 -1.036 -0.843
H -4.002 -0.760 -0.057
C -0.818 0.821 -0.062
C -3.155 -0.186 0.004
H 1.876 1.153 -0.815
H -0.113 -1.530 0.464
```

- Energy above the lowest of the compared OMol25 structures with the same formula, charge and spin: 109.9 kJ/mol
- Calculated total energy: -12115.4653 eV
- 2S+1: 3
- Total charge: 0
- Kohn-Sham gap (alpha / beta): 8.8 / 8.3 eV
- E_HOMO (alpha / beta): -7.859 / -9.790 eV

***

9.
A molecular structure, C4H7AgO2, computed with wB97M-V/def2-TZVPD.

XYZ file:
```
14
C4H7AgO2 wB97M-V/def2-TZVPD
H -0.651 -0.278 0.685
H -2.561 -1.923 0.358
Ag 0.545 -4.085 1.052
C 1.743 -0.887 0.559
O 2.874 -1.440 0.286
H -1.438 -3.244 0.048
H 4.101 -2.952 -0.306
H 2.899 -3.431 0.912
C 3.058 -2.838 -0.002
O 0.761 -1.815 0.536
H -1.933 -2.727 1.884
C -0.550 -1.349 0.518
C -1.581 -2.322 0.635
H 2.413 -3.144 -0.837
```

- Energy above the lowest of the compared OMol25 structures with the same formula, charge and spin: 233.8 kJ/mol
- Calculated total energy: -12342.7661 eV
- 2S+1: 2
- Total charge: +1
- Kohn-Sham gap (alpha / beta): 6.1 / 7.4 eV
- E_HOMO (alpha / beta): -12.232 / -13.490 eV

***

10.
A molecular structure, C4H7AuLiO2, computed with wB97M-V/def2-TZVPD.

XYZ file:
```
15
C4H7AuLiO2 wB97M-V/def2-TZVPD
Li -4.595 1.123 -0.906
H -1.144 1.166 -0.611
C -1.054 0.360 0.129
H 1.409 1.329 -0.584
H 0.175 -0.965 -1.064
O 2.519 -0.073 0.345
H -1.032 0.843 1.122
C 0.211 -0.479 -0.071
H -4.294 2.009 0.619
C 1.455 0.332 -0.106
H -2.209 -1.493 0.538
Au 4.051 0.494 0.411
H 0.316 -1.272 0.680
C -2.305 -0.466 0.128
O -3.290 -0.196 -0.549
```

- Energy above the lowest of the compared OMol25 structures with the same formula, charge and spin: 85.7 kJ/mol
- Calculated total energy: -12227.5447 eV
- 2S+1: 4
- Total charge: +2
- Kohn-Sham gap (alpha / beta): 6.2 / 7.9 eV
- E_HOMO (alpha / beta): -14.652 / -18.787 eV

***

11.
A single C4H7BOS molecule, computed with wB97M-V/def2-TZVPD.

XYZ file:
```
14
C4H7BOS wB97M-V/def2-TZVPD
H 2.421 0.830 -2.211
S -0.493 0.611 2.008
H 0.660 0.623 -2.053
H -2.921 -0.194 2.335
B 0.331 0.191 0.548
C 1.530 0.169 -0.379
O -1.276 -1.320 -0.202
C -2.011 -0.375 1.862
H 2.472 0.424 0.125
C 1.506 1.018 -1.654
H 1.283 1.989 -1.430
H -2.957 -1.864 0.959
C -2.104 -1.208 0.806
H 1.559 -0.895 -0.714
```

- Energy above the lowest of the compared OMol25 structures with the same formula, charge and spin: 279.4 kJ/mol
- Calculated total energy: -17818.4203 eV
- 2S+1: 1
- Total charge: 0
- Kohn-Sham gap: 8.3 eV
- E_HOMO: -8.080 eV

***

12.
A molecular structure, C4H7Br2N2, computed with wB97M-V/def2-TZVPD.

XYZ file:
```
15
C4H7Br2N2 wB97M-V/def2-TZVPD
H 1.093 0.602 2.210
H 0.471 -1.305 2.016
H -0.615 1.468 -1.336
N -0.996 0.454 -1.276
N -2.015 0.627 1.544
Br 1.621 1.854 -0.260
C 1.159 -0.171 0.002
H -1.498 0.388 -0.359
H 0.483 -0.662 -2.173
C -0.992 0.193 1.788
H -0.215 -1.655 -0.823
H -1.648 0.293 -1.927
C 0.415 -0.184 1.815
Br 2.656 -1.328 -0.105
C 0.080 -0.576 -1.117
```

- Energy above the lowest of the compared OMol25 structures with the same formula, charge and spin: 65.2 kJ/mol
- Calculated total energy: -147312.9785 eV
- 2S+1: 3
- Total charge: +1
- Kohn-Sham gap (alpha / beta): 6.8 / 5.6 eV
- E_HOMO (alpha / beta): -10.505 / -14.185 eV

***

13.
2 unconnected molecules or ions with the total composition C4H7Br2O3S2, computed with wB97M-V/def2-TZVPD.

XYZ file:
```
18
C4H7Br2O3S2 wB97M-V/def2-TZVPD
S -2.460 -2.538 0.874
H -0.645 0.063 1.628
H -1.642 0.975 -0.796
H -1.218 -2.593 0.370
H 1.473 -0.854 1.472
O 3.438 2.222 -0.589
Br -3.584 0.935 2.262
C 0.972 -0.808 0.502
C 2.497 1.849 -1.336
H 0.697 -1.830 0.236
H 0.143 1.151 0.502
C -1.350 -0.003 -0.413
H 1.696 -0.426 -0.217
O 2.686 1.189 -2.383
Br -0.872 -1.016 -2.025
O 1.319 2.145 -0.966
C -0.229 0.135 0.620
S -2.922 -0.595 0.259
```

- Calculated total energy: -172156.9426 eV
- 2S+1: 1
- Total charge: -1
- Kohn-Sham gap: 2.2 eV
- E_HOMO: -3.383 eV

***

14.
A molecular structure, C4H7BrMgN, computed with wB97M-V/def2-TZVPD.

XYZ file:
```
14
C4H7BrMgN wB97M-V/def2-TZVPD
H -2.175 -0.378 1.504
H 0.143 -0.493 2.272
C -1.457 -0.634 0.724
Br 3.928 0.975 -3.348
H -1.863 -1.413 0.078
H -2.232 0.927 -0.624
C -0.844 1.809 0.585
H -0.349 -2.121 1.843
C -1.302 0.642 -0.132
Mg 6.647 -0.117 -5.475
H 0.731 -1.276 0.853
N -0.464 2.742 1.217
C -0.174 -1.123 1.441
H -0.590 0.462 -0.937
```

- Energy above the lowest of the compared OMol25 structures with the same formula, charge and spin: 335.1 kJ/mol
- Calculated total energy: -81228.2222 eV
- 2S+1: 1
- Total charge: +1
- Kohn-Sham gap: 3.6 eV
- E_HOMO: -12.724 eV

***

15.
A gas-phase ion, C4H7BrN (charge +1), computed with wB97M-V/def2-TZVPD.

XYZ file:
```
13
C4H7BrN wB97M-V/def2-TZVPD
H -0.066 -1.568 -0.678
H 2.585 1.204 0.133
Br -4.380 0.587 0.115
C 0.441 0.485 -0.371
C -0.296 -0.768 -0.026
H 0.117 1.407 0.087
H 1.524 0.262 1.304
C -1.697 -0.682 -0.188
N -2.830 -0.188 -0.075
H 0.535 0.697 -1.489
C 1.828 0.252 0.202
H 2.316 -0.698 -0.012
H -0.077 -0.990 0.997
```

- Energy above the lowest of the compared OMol25 structures with the same formula, charge and spin: 229.1 kJ/mol
- Calculated total energy: -75783.4706 eV
- 2S+1: 1
- Total charge: +1
- Kohn-Sham gap: 10.3 eV
- E_HOMO: -15.696 eV

***

16.
A molecular structure, C4H7CdO3, computed with wB97M-V/def2-TZVPD.

XYZ file:
```
15
C4H7CdO3 wB97M-V/def2-TZVPD
C 0.671 -1.571 0.118
H -1.219 3.232 -0.769
O -0.429 1.356 -0.825
C 0.160 0.721 0.111
H -0.027 -3.288 -0.879
O -0.192 -0.644 -0.052
C -0.240 2.797 -0.987
O 0.130 1.105 1.253
H 1.636 -1.277 0.554
H 0.485 3.214 -0.289
Cd -1.846 0.900 2.222
H -0.586 -3.024 0.856
C 0.237 -2.937 0.124
H 1.065 -3.533 0.554
H 0.157 2.950 -1.993
```

- Calculated total energy: -14928.8961 eV
- 2S+1: 1
- Total charge: +3
- Kohn-Sham gap: 6.8 eV
- E_HOMO: -24.706 eV

***

17.
A single C4H7Cl molecule, computed with wB97M-V/def2-TZVPD.

XYZ file:
```
12
C4H7Cl wB97M-V/def2-TZVPD
H -2.446 -0.781 -0.965
H -2.298 1.912 -0.174
H -2.518 0.596 1.185
H 0.557 1.015 1.390
H -0.638 -1.527 -1.291
H -1.240 0.054 -2.175
Cl 1.792 -0.684 0.113
C -0.775 0.326 -0.070
H -1.206 1.914 1.259
C -1.793 1.276 0.556
C -1.295 -0.544 -1.171
C 0.416 0.350 0.492
```

- Energy above the lowest of the compared OMol25 structures with the same formula, charge and spin: 45.0 kJ/mol
- Calculated total energy: -16782.9049 eV
- 2S+1: 1
- Total charge: 0
- Kohn-Sham gap: 10.1 eV
- E_HOMO: -9.183 eV

***

18.
2 unconnected molecules or ions with the total composition C4H7Cl2N, computed with wB97M-V/def2-TZVPD.

XYZ file:
```
14
C4H7Cl2N wB97M-V/def2-TZVPD
C -3.706 -1.958 1.142
H 4.156 1.268 0.515
Cl 2.611 1.009 -2.850
H -5.775 -2.204 0.655
H -5.470 -1.467 2.162
H 1.973 1.009 -0.528
C -5.090 -1.508 1.141
N -2.582 -2.315 1.079
H -5.148 -0.499 0.734
C 2.867 0.795 -1.113
C 4.037 1.557 -0.529
H 5.000 1.175 -0.869
H 3.144 -0.242 -0.924
Cl 3.983 3.379 -0.615
```

- Energy above the lowest of the compared OMol25 structures with the same formula, charge and spin: 21.8 kJ/mol
- Calculated total energy: -30795.9450 eV
- 2S+1: 1
- Total charge: 0
- Kohn-Sham gap: 11.5 eV
- E_HOMO: -10.799 eV

***

19.
A single C4H7Cl2N molecule, computed with wB97M-V/def2-TZVPD.

XYZ file:
```
14
C4H7Cl2N wB97M-V/def2-TZVPD
H -2.142 0.514 1.968
H -2.706 -1.200 1.291
C -0.111 0.291 -0.234
N -0.681 -0.540 0.652
Cl 2.400 -0.439 0.924
H -2.446 0.193 0.321
H 1.501 0.219 -2.531
Cl -0.002 2.106 0.248
H -0.610 0.173 -1.115
C 1.584 -0.064 -0.534
C 2.095 -0.051 -1.740
H -0.069 -0.735 1.436
C -2.008 -0.248 1.131
H 3.195 -0.220 -1.817
```

- Energy above the lowest of the compared OMol25 structures with the same formula, charge and spin: 79.7 kJ/mol
- Calculated total energy: -30790.1015 eV
- 2S+1: 3
- Total charge: 0
- Kohn-Sham gap (alpha / beta): 6.4 / 7.0 eV
- E_HOMO (alpha / beta): -5.599 / -9.645 eV

***

20.
A gas-phase ion, C4H7Cl2N3O (charge +2), computed with wB97M-V/def2-TZVPD.

XYZ file:
```
17
C4H7Cl2N3O wB97M-V/def2-TZVPD
H 1.679 -1.989 -1.262
C 0.507 0.984 -2.162
Cl -2.617 -0.777 -1.639
N -0.164 -1.191 -0.528
C 0.910 -1.179 -1.307
H 2.182 -0.246 -2.505
O -1.572 0.373 0.539
H -0.159 -0.577 1.839
N -0.594 1.007 -1.470
C -0.697 0.423 1.758
C -1.163 -0.099 -0.569
H -0.628 -2.017 -0.066
H -1.425 0.844 2.545
N 1.434 -0.096 -1.872
H -1.135 1.818 -1.712
Cl 1.064 2.280 -3.164
H 0.177 1.070 1.602
```

- Energy above the lowest of the compared OMol25 structures with the same formula, charge and spin: 99.8 kJ/mol
- Calculated total energy: -35804.2574 eV
- 2S+1: 1
- Total charge: +2
- Kohn-Sham gap: 9.2 eV
- E_HOMO: -19.378 eV

***

The records above give, respectively, largest force on an atom values of 3.654; 7.471; 6.574; 3.708; 2.917; 5.199; 3.924; 4.702; 4.001; 19.221; 3.477; 6.297; 1.401; 5.163; 11.361; 6.276; 2.665; 3.800; 14.139; 4.351 eV/A.